The following is a quantum chemistry calculation of a molecular structure, C60H148N12O4, from the OMol25 dataset.

Last column: Löwdin charge in e.
CARTESIAN COORDINATES (ANGSTROEM)
C -0.633 0.425 1.955  -0.078
C -0.920 1.151 0.633  -0.231
N 0.132 0.978 -0.325  -0.243
C 0.247 -0.403 -0.710  -0.195
C 1.457 -0.650 -1.671  -0.203
C -0.169 1.899 -1.455  -0.129
C -1.338 1.457 -2.336  -0.113
H 0.242 0.814 2.475  0.045
H -0.435 -0.636 1.798  0.038
H -1.590 0.384 2.476  0.046
H -1.885 0.831 0.239  0.072
H -1.078 2.202 0.875  0.060
H 0.529 -0.959 0.184  -0.018
H -0.663 -0.839 -1.122  0.078
H 1.632 -1.700 -1.908  0.033
H 1.305 -0.162 -2.634  0.052
H 2.356 -0.225 -1.226  0.032
H 0.753 2.046 -2.018  0.077
H -0.431 2.899 -1.109  0.116
H -2.282 1.249 -1.833  0.049
H -1.098 0.533 -2.861  0.077
H -1.493 2.211 -3.108  0.012
C -0.709 -3.583 2.114  -0.154
C -0.403 -2.157 2.534  -0.262
N -0.536 -1.975 3.979  -0.072
C 0.697 -2.297 4.754  -0.178
C 0.343 -2.271 6.292  -0.043
C -0.945 -0.596 4.224  -0.290
C -2.415 -0.379 3.958  -0.072
H 0.054 -4.284 2.453  0.096
H -0.816 -3.577 1.029  -0.065
H -1.633 -3.866 2.618  0.079
H 0.625 -1.941 2.244  0.095
H -1.066 -1.548 1.920  0.093
H 1.042 -3.307 4.534  0.116
H 1.478 -1.591 4.472  0.053
H 0.314 -1.346 6.869  0.045
H -0.553 -2.872 6.449  0.081
H 1.030 -2.855 6.905  0.065
H -0.339 0.143 3.700  -0.018
H -0.768 -0.335 5.268  0.066
H -2.578 -0.445 2.882  0.034
H -2.753 0.645 4.119  0.010
H -3.034 -1.087 4.509  0.112
C 5.417 2.070 3.766  -0.073
C 4.656 1.490 4.944  -0.225
N 3.522 0.546 4.695  -0.131
C 3.990 -0.692 3.939  -0.196
C 5.080 -1.489 4.738  -0.068
C 2.352 1.198 4.012  -0.168
C 1.102 0.315 3.973  -0.179
H 6.014 1.256 3.354  0.071
H 6.169 2.817 4.019  0.085
H 4.904 2.486 2.898  -0.003
H 5.233 1.031 5.748  0.105
H 4.250 2.359 5.461  0.103
H 3.144 -1.349 3.742  0.083
H 4.308 -0.337 2.959  0.087
H 4.662 -1.644 5.732  0.072
H 5.329 -2.432 4.251  0.065
H 6.032 -0.967 4.836  0.058
H 2.766 1.629 3.100  0.095
H 2.129 2.049 4.655  -0.005
H 1.205 -0.568 3.343  0.092
H 0.280 0.868 3.518  0.021
H 0.891 0.093 5.019  0.049
C -0.318 -1.355 -3.724  -0.064
C -1.624 -1.996 -3.143  -0.236
N -2.798 -1.931 -4.019  -0.101
C -3.396 -0.624 -4.106  -0.171
C -4.075 -0.196 -2.718  -0.071
C -2.543 -2.507 -5.363  -0.227
C -2.259 -3.983 -5.242  -0.105
H 0.008 -1.994 -4.545  0.108
H 0.528 -1.405 -3.039  0.031
H -0.498 -0.347 -4.097  0.008
H -1.295 -3.014 -2.934  0.044
H -1.825 -1.681 -2.119  0.038
H -4.233 -0.677 -4.803  0.113
H -2.804 0.168 -4.565  0.069
H -4.552 -1.036 -2.212  0.105
H -4.953 0.447 -2.782  0.069
H -3.309 0.174 -2.037  0.003
H -3.446 -2.469 -5.973  0.118
H -1.695 -2.160 -5.954  0.101
H -3.192 -4.492 -5.002  0.083
H -1.942 -4.466 -6.166  0.085
H -1.527 -4.196 -4.463  0.020
C 4.400 -2.238 -0.687  -0.031
C 3.673 -1.177 -1.505  -0.303
N 3.503 -1.578 -2.952  -0.155
C 4.691 -1.436 -3.744  -0.251
C 5.122 0.026 -3.950  -0.078
C 3.028 -2.954 -3.274  -0.140
C 1.784 -3.368 -2.455  -0.136
H 5.068 -2.849 -1.294  0.075
H 3.678 -2.910 -0.224  0.067
H 4.924 -1.800 0.162  0.076
H 2.695 -1.024 -1.048  -0.027
H 4.157 -0.219 -1.319  0.095
H 5.554 -2.007 -3.400  0.115
H 4.507 -1.810 -4.750  0.115
H 6.104 0.105 -4.415  0.078
H 4.404 0.652 -4.479  0.058
H 5.366 0.440 -2.972  0.073
H 3.827 -3.686 -3.150  0.114
H 2.714 -3.000 -4.317  0.119
H 1.343 -4.323 -2.743  0.117
H 0.957 -2.663 -2.537  0.030
H 1.878 -3.507 -1.378  0.083
C -2.693 2.262 3.605  -0.151
C -1.573 3.249 3.962  -0.124
N -0.445 2.481 4.574  -0.153
C 0.859 3.167 4.471  -0.194
C 1.303 3.649 3.055  -0.046
C -0.698 2.170 5.971  -0.175
C 0.237 1.008 6.497  -0.062
H -2.421 1.598 2.784  0.044
H -3.631 2.736 3.314  0.122
H -3.085 1.749 4.483  0.093
H -1.312 3.928 3.150  0.108
H -1.963 3.867 4.771  0.117
H 0.742 4.044 5.107  0.123
H 1.677 2.576 4.883  0.010
H 1.480 2.771 2.433  0.022
H 0.662 4.368 2.546  0.082
H 2.160 4.318 3.135  0.092
H -1.734 1.937 6.218  0.119
H -0.607 3.029 6.636  0.108
H -0.054 0.088 5.991  -0.023
H 0.057 0.678 7.520  0.095
H 1.292 1.196 6.299  0.090
C 2.764 1.238 -2.945  -0.111
C 1.680 1.134 -4.076  -0.194
N 0.775 2.253 -4.182  -0.187
C 1.443 3.577 -4.062  -0.189
C 0.426 4.701 -3.601  -0.060
C -0.009 2.114 -5.447  -0.218
C -0.905 0.940 -5.528  -0.109
H 2.355 1.525 -1.976  0.061
H 3.612 1.921 -2.997  0.089
H 3.182 0.239 -2.817  0.019
H 2.234 0.879 -4.979  0.128
H 0.986 0.335 -3.814  0.062
H 2.224 3.642 -3.305  0.102
H 1.890 3.787 -5.034  0.112
H -0.223 4.924 -4.448  0.057
H -0.080 4.451 -2.669  0.049
H 0.951 5.606 -3.295  0.067
H 0.679 2.182 -6.290  0.117
H -0.598 3.028 -5.521  0.101
H -0.295 0.061 -5.737  0.083
H -1.653 0.982 -6.320  0.106
H -1.474 0.738 -4.620  0.017
C 0.860 -2.331 0.200  -0.063
C 0.012 -3.082 -0.862  -0.186
N -1.101 -3.803 -0.237  -0.230
C -2.131 -4.015 -1.265  -0.170
C -1.695 -4.912 -2.504  -0.047
C -0.552 -5.146 0.272  -0.203
C -1.562 -5.948 1.096  -0.052
H 0.259 -1.542 0.652  0.050
H 1.690 -1.867 -0.334  0.077
H 1.297 -2.851 1.053  0.123
H -0.429 -2.321 -1.506  0.071
H 0.555 -3.742 -1.539  0.043
H -2.368 -3.009 -1.609  0.064
H -2.982 -4.458 -0.748  0.103
H -2.463 -5.005 -3.272  0.058
H -1.498 -5.925 -2.151  0.084
H -0.924 -4.476 -3.139  0.041
H -0.142 -5.744 -0.542  0.115
H 0.253 -5.005 0.993  0.095
H -2.455 -6.064 0.482  0.070
H -1.197 -6.939 1.365  0.090
H -2.010 -5.438 1.949  0.069
C -4.224 2.055 -0.714  -0.293
O -4.021 0.855 -0.868  -0.164
N -3.666 2.883 0.190  -0.058
C -3.907 4.347 0.189  -0.004
C -2.688 2.428 1.169  -0.143
H -4.972 2.646 -1.267  0.099
H -3.960 4.792 1.182  0.092
H -4.851 4.561 -0.312  0.091
H -3.101 4.879 -0.317  0.080
H -1.763 2.989 1.037  0.100
H -2.982 2.670 2.190  0.009
H -2.597 1.348 1.050  0.047
C -3.939 -0.462 1.399  -0.334
O -4.619 -0.631 2.432  -0.007
N -3.237 -1.374 0.737  -0.029
C -2.686 -1.161 -0.587  -0.114
C -3.134 -2.798 1.153  -0.010
H -3.919 0.502 0.868  0.111
H -3.217 -1.586 -1.439  0.073
H -1.683 -1.573 -0.696  0.055
H -2.585 -0.094 -0.790  0.063
H -2.145 -3.225 0.992  0.024
H -3.433 -2.905 2.196  0.112
H -3.686 -3.507 0.536  0.089
C 4.310 0.736 0.565  -0.366
O 5.518 0.826 0.728  0.026
N 3.412 1.699 0.850  -0.101
C 1.936 1.491 0.544  -0.029
C 3.749 3.007 1.279  -0.075
H 3.830 -0.161 0.144  0.087
H 1.477 2.122 -0.217  0.105
H 1.399 1.550 1.491  0.069
H 1.780 0.493 0.134  0.093
H 4.478 3.105 2.084  0.041
H 4.152 3.618 0.471  0.109
H 2.873 3.420 1.778  0.041
C -5.261 3.207 -2.941  -0.311
O -5.591 2.059 -2.640  -0.031
N -4.011 3.658 -3.182  -0.104
C -3.784 5.066 -3.611  -0.017
C -2.841 2.876 -2.846  -0.130
H -5.986 4.023 -3.089  0.142
H -3.428 5.138 -4.638  0.088
H -3.030 5.544 -2.986  0.081
H -4.730 5.589 -3.477  0.081
H -2.195 2.853 -3.723  0.107
H -2.240 3.384 -2.092  0.113
H -3.178 1.913 -2.463  0.067

Cartesian forces (eV/Å) of the 2 atoms listed first:
C -1.15 1.51 -4.32
C 3.94 -2.12 -0.17

Values from the calculation:
LUMO level in eV: 0.1436
Total energy in eV: -90626.4881
Spin multiplicity: 1
E_HOMO in eV: -7.080
Kohn-Sham gap in eV: 7.22
Relative energy (zero: lowest compared OMol25 entry of this formula, charge and spin) in kcal/mol: 1521.3

---

The following is a quantum chemistry calculation of a gas-phase ion, C2H3N2O (charge +1), from the OMol25 dataset.

Last column: natural (NBO) charge in e.
CARTESIAN COORDINATES (ANGSTROEM)
N -2.174 -0.842 0.138  -0.122
C -1.116 -0.722 -0.189  0.194
C 0.333 -0.486 -0.131  -0.375
N 0.532 0.860 0.201  0.196
O -0.255 1.679 -0.211  0.020
H 0.806 -1.148 0.465  0.293
H 0.593 -0.636 -1.138  0.329
H 1.281 1.293 0.866  0.466

Cartesian forces (eV/Å) of the 2 atoms listed first:
N -4.63 -0.61 0.78
C 4.25 0.34 0.17

Values from the calculation:
Structure (SMILES): N#CC[NH+]=O
Total charge: +1
LUMO level in eV: -9.1583
Total energy in eV: -7137.4962
Spin multiplicity: 1
E_HOMO in eV: -17.640
Kohn-Sham gap in eV: 8.48
Relative energy (zero: lowest compared OMol25 entry of this formula, charge and spin) in kcal/mol: 112.7

---

The following is a quantum chemistry calculation of a gas-phase ion, C6H14ClN2 (charge +1), from the OMol25 dataset.

Last column: natural (NBO) charge in e.
CARTESIAN COORDINATES (ANGSTROEM)
C 2.032 1.691 0.626  -0.414
N 0.917 0.957 0.082  -0.448
C 0.312 1.109 -1.263  -0.233
C -0.588 -0.112 -1.311  -0.249
N -0.697 -0.738 0.060  -0.247
C -1.673 0.043 0.863  -0.425
C -1.000 -2.152 0.130  -0.414
C 0.671 -0.365 0.524  0.208
Cl 1.965 -1.566 -0.150  -0.112
H 1.739 2.317 1.461  0.213
H 2.835 1.067 1.017  0.224
H 2.392 2.293 -0.189  0.225
H 1.189 1.005 -1.881  0.228
H -0.389 1.949 -1.435  0.227
H -1.634 0.237 -1.766  0.253
H -0.031 -0.682 -2.000  0.256
H -2.409 0.533 0.318  0.242
H -2.077 -0.592 1.636  0.241
H -1.154 0.960 1.306  0.256
H -0.588 -2.455 1.089  0.238
H -2.054 -2.442 0.029  0.254
H -0.541 -2.623 -0.715  0.249
H 0.781 -0.435 1.568  0.230

Cartesian forces (eV/Å) of the 2 atoms listed first:
C 0.03 0.15 0.00
N -2.27 -1.74 0.76

Values from the calculation:
Structure (SMILES): CN1CC[N+](C)(C)[C@H]1Cl
Total charge: +1
LUMO level in eV: -2.6922
Total energy in eV: -21943.5347
Spin multiplicity: 1
E_HOMO in eV: -13.108
Kohn-Sham gap in eV: 10.42
Relative energy (zero: lowest compared OMol25 entry of this formula, charge and spin) in kcal/mol: 0.0

---

Question: The highest Kohn-Sham gap belongs to which entry?
Answer: C6H14ClN2

---

Question: Look up the spin multiplicity of the first one.
Answer: 1

---

Question: Among the records above, which one has the lowest E_HOMO?
Answer: C2H3N2O

---

Question: Among the records above, which one has the highest relative energy (zero: lowest compared OMol25 entry of this formula, charge and spin)?
Answer: C60H148N12O4